1.
Here is a cluster of 2 separate species, C5H10N in total in a non-equilibrium geometry from the Open Molecules 2025 dataset. Energies are from ωB97M-V/def2-TZVPD.

```
16
C5H10N, DFT ωB97M-V/def2-TZVPD
C 0.58 1.01 -3.12
C -0.27 0.65 -2.16
C -0.30 -1.03 1.06
C -1.11 -1.94 1.64
C 0.84 1.02 0.83
N 0.24 0.08 1.68
H 1.65 1.01 -2.93
H 0.20 1.22 -4.11
H 0.11 -1.28 0.09
H -1.32 0.86 -2.15
H 0.23 0.41 -1.22
H -1.29 -2.87 1.14
H -1.61 -1.70 2.57
H 1.92 0.90 1.01
H 0.27 1.89 1.16
H -0.26 0.50 2.47
```

Computed properties:
HOMO ... -13.78 eV
Frontier orbital gap ... 6.08 eV
ΔE to the lowest compared entry with this formula, charge and spin ... 130.4 kcal per mole
Net charge ... +1
Lowest unoccupied orbital energy ... -0.283 hartree

Results of the Mulliken charge analysis, in e, for atoms 1 through 4: number 1, C, carries -0.467; number 2, C, carries -0.139; number 3, C, carries 0.273; number 4, C, carries -0.751

***

2.
Here is a structure of composition C25H21BrCeN2O2 in a non-equilibrium geometry from the Open Molecules 2025 dataset. Energies are from ωB97M-V/def2-TZVPD.

```
52
C25H21BrCeN2O2, DFT ωB97M-V/def2-TZVPD
C -2.16 -0.87 -3.78
C -1.96 -1.34 -2.43
C -2.30 -0.27 -1.55
H -1.68 -2.34 -2.12
C -2.59 0.89 -2.32
C -2.51 0.52 -3.69
H -2.74 1.20 -4.52
H -2.13 -1.48 -4.68
H -2.44 -0.36 -0.47
H -2.89 1.86 -1.92
Ce 0.33 0.16 -3.35
Br 2.36 -1.54 -2.79
C 1.87 0.87 -5.18
C 0.70 1.68 -5.35
C -0.39 0.82 -5.68
H 0.66 2.77 -5.33
C 0.10 -0.53 -5.71
C 1.50 -0.49 -5.43
H 2.17 -1.35 -5.52
H 2.89 1.24 -5.01
H -1.41 1.15 -5.90
H -0.47 -1.44 -5.93
O 0.55 1.33 -1.27
C 0.47 0.59 -0.22
N 0.63 1.06 1.06
C 0.48 0.00 2.01
C 0.31 -1.22 1.05
O 0.26 -2.39 1.42
N 0.23 -0.73 -0.24
C 1.72 -0.08 2.91
C 2.76 -0.95 2.60
C 3.85 -1.06 3.47
C 3.92 -0.26 4.61
C 2.90 0.65 4.89
C 1.81 0.77 4.03
C -0.80 0.07 2.84
C -0.90 -0.83 3.91
C -2.06 -0.88 4.68
C -3.13 -0.04 4.36
C -3.04 0.84 3.27
C -1.86 0.91 2.50
H 0.82 2.04 1.28
H 2.72 -1.57 1.70
H 4.63 -1.79 3.25
H 4.79 -0.32 5.26
H 2.93 1.27 5.80
H 1.00 1.48 4.25
H -0.05 -1.48 4.12
H -2.11 -1.57 5.52
H -4.04 -0.08 4.96
H -3.89 1.48 3.00
H -1.78 1.63 1.67
```

Computed properties:
HOMO (spin up / spin down) ... -8.32 / -8.33 eV
Frontier orbital gap (spin up / spin down) ... 6.68 / 6.84 eV
Net charge ... 0
Lowest unoccupied orbital energy (spin up / spin down) ... -0.061 / -0.054 hartree

Results of the Mulliken charge analysis, in e, for atoms 1 through 4: number 1, C, carries -0.612; number 2, C, carries -0.993; number 3, C, carries -0.009; number 4, H, carries 0.457

***

3.
Here is a cluster of 2 separate species, C4H12ClNSi in total in a non-equilibrium geometry from the Open Molecules 2025 dataset. Energies are from ωB97M-V/def2-TZVPD.

```
19
C4H12ClNSi, DFT ωB97M-V/def2-TZVPD
C 1.65 -1.91 0.89
N 1.90 -0.33 0.70
Si 0.64 0.70 0.59
C -1.22 0.31 0.10
C -1.17 -0.09 -1.44
C -2.17 1.43 0.28
H 1.03 -2.29 0.10
H 2.59 -2.41 0.82
H 1.23 -2.09 1.87
H 0.65 2.12 0.73
H -1.69 -0.68 0.49
H -1.08 0.98 -1.80
H -0.23 -0.72 -1.69
H -2.06 -0.65 -1.69
H -2.19 2.24 -0.55
H -2.24 2.02 1.21
H -3.29 1.14 0.17
Cl 4.40 0.25 -0.71
H 3.25 -0.03 -0.06
```

Computed properties:
HOMO ... -9.67 eV
Frontier orbital gap ... 9.34 eV
SMILES ... C/N=[SiH]\C(C)C.Cl
ΔE to the lowest compared entry with this formula, charge and spin ... 109.2 kcal per mole
Net charge ... 0
Lowest unoccupied orbital energy ... -0.012 hartree

Results of the Mulliken charge analysis, in e, for atoms 1 through 4: number 1, C, carries -0.680; number 2, N, carries -0.443; number 3, Si, carries 0.254; number 4, C, carries 0.340

***

4.
Here is a structure of composition C41H41IrN5OPS2 in a non-equilibrium geometry from the Open Molecules 2025 dataset. Energies are from ωB97M-V/def2-TZVPD.

```
92
C41H41IrN5OPS2, DFT ωB97M-V/def2-TZVPD
Ir -1.67 -0.45 0.63
C -3.58 2.32 -2.07
C -3.22 1.04 -1.38
N -2.84 1.05 -0.15
N -3.00 2.26 0.57
C -1.87 2.67 1.01
S -0.35 1.95 0.62
S -1.99 3.98 2.20
C -0.89 5.25 1.50
C 0.58 5.09 1.78
C 1.49 4.94 0.75
C 2.86 4.85 1.00
C 3.32 4.90 2.31
C 2.42 5.04 3.36
C 1.06 5.14 3.09
C -3.39 -0.23 -2.09
C -3.54 -0.26 -3.48
C -3.88 -1.43 -4.14
C -4.12 -2.58 -3.38
C -3.96 -2.56 -2.01
C -3.53 -1.41 -1.34
O -3.33 -1.44 -0.03
H -3.69 3.12 -1.34
H -4.51 2.21 -2.63
H -2.78 2.59 -2.77
H -1.27 6.17 1.96
H -1.08 5.30 0.43
H 1.13 4.88 -0.27
H 3.56 4.74 0.18
H 4.38 4.83 2.51
H 2.77 5.07 4.38
H 0.35 5.23 3.91
H -3.39 0.65 -4.05
H -3.98 -1.44 -5.21
H -4.45 -3.48 -3.87
H -4.14 -3.45 -1.41
C 2.68 -4.73 3.95
C 1.30 -4.64 3.84
C 0.73 -3.62 3.08
C 1.54 -2.68 2.44
C 2.92 -2.77 2.57
C 3.49 -3.79 3.33
P 0.69 -1.38 1.47
C 2.05 -0.57 0.59
C 2.44 0.74 0.80
C 3.39 1.34 -0.03
C 3.94 0.62 -1.08
C 3.56 -0.70 -1.30
C 2.62 -1.29 -0.47
C 0.05 -0.31 2.80
C 0.65 0.05 4.00
C -0.08 0.77 4.94
C -1.41 1.10 4.68
C -2.01 0.74 3.48
C -1.28 0.02 2.53
H 3.13 -5.53 4.52
H 0.66 -5.36 4.34
H -0.35 -3.55 2.99
H 3.56 -2.03 2.10
H 4.57 -3.85 3.42
H 2.00 1.31 1.61
H 3.68 2.36 0.14
H 4.66 1.09 -1.74
H 4.00 -1.27 -2.11
H 2.33 -2.32 -0.63
H 1.68 -0.24 4.20
H 0.38 1.05 5.88
H -1.97 1.66 5.41
H -3.03 1.03 3.28
C 0.18 -0.11 -4.59
C 0.36 0.78 -3.37
N -0.14 0.07 -2.20
C -0.32 -1.27 -2.10
N -0.87 -1.76 -1.02
C -1.05 -3.20 -0.85
C -0.96 -3.97 -2.16
C 0.24 -3.47 -2.93
N 0.09 -2.05 -3.16
C 0.81 -1.44 -4.27
H 0.62 0.34 -5.48
H -0.89 -0.27 -4.76
H -0.20 1.71 -3.48
H 1.41 1.03 -3.24
H -0.38 0.61 -1.38
H -2.03 -3.35 -0.38
H -0.30 -3.57 -0.15
H -1.85 -3.79 -2.76
H -0.88 -5.04 -1.96
H 0.33 -3.96 -3.90
H 1.16 -3.67 -2.37
H 0.76 -2.12 -5.12
H 1.87 -1.30 -4.01
```

Computed properties:
HOMO ... -7.00 eV
Frontier orbital gap ... 6.82 eV
ΔE to the lowest compared entry with this formula, charge and spin ... 82.9 kcal per mole
Net charge ... 0
Lowest unoccupied orbital energy ... -0.007 hartree

Results of the Mulliken charge analysis, in e, for atoms 1 through 4: number 1, Ir, carries 0.379; number 2, C, carries -1.801; number 3, C, carries 1.216; number 4, N, carries 0.508

***

5.
Here is a structure of composition C31H39N6Pt in a non-equilibrium geometry from the Open Molecules 2025 dataset. Energies are from ωB97M-V/def2-TZVPD.

```
77
C31H39N6Pt, DFT ωB97M-V/def2-TZVPD
Pt -14.28 -9.56 9.24
C -12.95 -11.67 6.20
C -14.47 -11.54 5.82
C -14.94 -10.06 5.71
C -15.15 -12.43 6.76
C -15.23 -13.80 6.33
C -16.00 -14.78 6.83
C -16.84 -14.47 7.94
C -16.76 -13.10 8.48
C -17.54 -13.01 9.83
C -18.98 -12.68 9.65
C -16.97 -12.11 10.94
C -15.95 -12.11 7.85
N -15.95 -10.82 8.44
C -17.00 -10.05 8.20
C -16.98 -8.69 8.58
C -17.99 -7.74 8.33
C -17.46 -6.53 8.77
C -16.14 -6.80 9.39
N -15.87 -8.09 9.20
C -15.33 -5.76 10.15
C -14.90 -4.58 9.24
C -16.17 -5.25 11.26
C -14.06 -6.24 10.74
H -12.39 -10.93 5.51
H -12.69 -12.69 5.99
H -12.68 -11.53 7.25
H -14.67 -11.97 4.85
H -14.61 -9.44 6.58
H -16.02 -10.02 5.73
H -14.71 -9.65 4.75
H -14.65 -14.07 5.46
H -16.16 -15.81 6.47
H -17.51 -15.26 8.35
H -17.58 -14.00 10.20
H -19.51 -13.18 8.82
H -18.99 -11.64 9.49
H -19.44 -12.95 10.61
H -17.39 -11.14 10.84
H -15.88 -12.04 10.91
H -17.32 -12.44 11.86
H -17.90 -10.36 7.70
H -18.87 -7.93 7.77
H -18.00 -5.61 8.52
H -15.72 -4.04 8.75
H -14.09 -4.79 8.59
H -14.42 -3.85 9.87
H -17.07 -4.68 10.98
H -15.52 -4.54 11.75
H -16.50 -5.94 12.03
H -13.30 -6.51 9.93
H -14.11 -6.96 11.53
H -13.67 -5.33 11.14
C -13.38 -10.99 14.68
N -14.16 -10.53 13.51
C -15.13 -9.56 13.53
C -15.34 -9.14 12.29
N -14.47 -9.89 11.44
C -13.80 -10.72 12.24
H -12.31 -11.02 14.33
H -13.73 -11.90 15.11
H -13.39 -10.25 15.51
H -15.50 -9.05 14.38
H -15.89 -8.24 12.02
H -13.08 -11.37 11.84
N -7.45 -6.46 9.13
C -8.52 -6.80 9.22
C -9.82 -7.30 9.29
C -10.62 -7.39 8.19
C -11.84 -8.04 8.21
N -12.39 -8.54 9.26
C -11.61 -8.58 10.39
C -10.35 -7.95 10.43
H -10.39 -6.94 7.26
H -12.43 -7.90 7.31
H -11.99 -8.92 11.34
H -9.81 -7.95 11.34
```

Computed properties:
Multiplicity ... 5
HOMO (spin up / spin down) ... -17.43 / -17.67 eV
Frontier orbital gap (spin up / spin down) ... 8.44 / 5.58 eV
Net charge ... +3
Lowest unoccupied orbital energy (spin up / spin down) ... -0.330 / -0.444 hartree

Results of the Mulliken charge analysis, in e, for atoms 1 through 4: number 1, Pt, carries 2.367; number 2, C, carries -1.145; number 3, C, carries 0.304; number 4, C, carries -1.524

***

6.
Here is a structure of composition C28H29AuSb from the Open Molecules 2025 dataset. Energies are from ωB97M-V/def2-TZVPD.

```
59
C28H29AuSb, DFT ωB97M-V/def2-TZVPD
Au 0.22 -0.65 0.27
C -1.49 -3.15 -3.51
C -1.76 -2.35 -2.24
C -3.24 -2.02 -2.10
C -0.86 -1.13 -2.20
C 0.50 -1.29 -1.87
C 1.39 -0.19 -1.90
C 0.95 1.08 -2.26
C 1.90 2.25 -2.24
C -0.39 1.21 -2.61
C -1.28 0.14 -2.56
H -2.11 -4.05 -3.54
H -0.45 -3.46 -3.59
H -1.73 -2.55 -4.40
H -1.48 -2.97 -1.38
H -3.62 -1.49 -2.98
H -3.45 -1.41 -1.22
H -3.82 -2.94 -2.01
H 0.90 -2.29 -1.72
H 2.43 -0.36 -1.66
H 2.10 2.56 -1.21
H 1.48 3.11 -2.77
H 2.85 2.00 -2.70
H -0.76 2.19 -2.91
H -2.31 0.31 -2.83
C -4.40 1.90 3.91
C -3.30 2.18 4.70
C -2.03 1.76 4.31
C -1.89 1.04 3.13
C -2.99 0.76 2.33
C -4.26 1.19 2.73
Sb 0.03 0.40 2.57
C 1.16 2.17 2.46
C 2.55 2.11 2.44
C 3.30 3.27 2.28
C 2.65 4.49 2.14
C 1.27 4.56 2.15
C 0.51 3.40 2.31
C 0.74 -0.55 4.30
C 1.44 0.18 5.25
C 1.84 -0.44 6.43
C 1.53 -1.77 6.66
C 0.83 -2.50 5.70
C 0.43 -1.89 4.52
H -5.39 2.23 4.22
H -3.42 2.74 5.62
H -1.18 1.98 4.94
H -2.88 0.21 1.41
H -5.12 0.96 2.12
H 3.07 1.16 2.55
H 4.38 3.22 2.27
H 3.23 5.40 2.01
H 0.77 5.51 2.05
H -0.57 3.46 2.34
H 1.69 1.22 5.09
H 2.38 0.12 7.18
H 1.83 -2.25 7.58
H 0.59 -3.54 5.88
H -0.11 -2.47 3.78
```

Computed properties:
HOMO ... -11.95 eV
Frontier orbital gap ... 9.06 eV
Net charge ... +1
Lowest unoccupied orbital energy ... -0.106 hartree

Results of the Mulliken charge analysis, in e, for atoms 1 through 4: number 1, Au, carries 0.268; number 2, C, carries -1.482; number 3, C, carries 0.526; number 4, C, carries -1.491

***

7.
Here is an isolated molecule of C4H5N in a non-equilibrium geometry from the Open Molecules 2025 dataset. Energies are from ωB97M-V/def2-TZVPD.

```
10
C4H5N, DFT ωB97M-V/def2-TZVPD
C -1.14 -1.01 1.13
C -0.50 0.00 -0.32
C 0.22 0.59 -1.92
C 0.22 -0.55 0.86
N -1.67 -0.58 0.01
H -1.53 -1.48 1.96
H -0.36 0.71 -2.75
H 1.29 0.79 -2.07
H 0.69 0.01 1.69
H 0.75 -1.49 0.61
```

Computed properties:
HOMO (spin up / spin down) ... -8.10 / -8.89 eV
Frontier orbital gap (spin up / spin down) ... 8.15 / 8.94 eV
ΔE to the lowest compared entry with this formula, charge and spin ... 139.2 kcal per mole
Net charge ... 0
Lowest unoccupied orbital energy (spin up / spin down) ... 0.002 / 0.002 hartree

Results of the Mulliken charge analysis, in e, for atoms 1 through 4: number 1, C, carries -0.172; number 2, C, carries 0.174; number 3, C, carries -0.751; number 4, C, carries -0.234

***

8.
Here is a structure of composition C36H40BrN5O2S2W from the Open Molecules 2025 dataset. Energies are from ωB97M-V/def2-TZVPD.

```
87
C36H40BrN5O2S2W, DFT ωB97M-V/def2-TZVPD
W 0.43 0.50 0.12
O 0.31 -2.42 -3.48
C 0.70 -3.45 -2.68
C 1.05 -4.64 -3.30
C 1.43 -5.73 -2.54
C 1.47 -5.66 -1.15
C 1.13 -4.47 -0.54
C 0.74 -3.36 -1.28
C 0.32 -2.11 -0.57
O 0.64 -0.90 -1.27
N -1.11 -2.11 -0.26
N -1.49 -0.80 0.03
C -2.71 -0.47 -0.17
C -3.22 0.86 0.08
Br -1.89 2.13 0.54
C -4.49 1.28 -0.06
C -5.65 0.42 -0.34
C -6.64 0.94 -1.17
C -7.74 0.15 -1.51
C -7.85 -1.13 -0.99
C -6.89 -1.63 -0.12
C -5.79 -0.85 0.21
H 0.29 -1.61 -2.96
H 1.02 -4.69 -4.38
H 1.70 -6.65 -3.04
H 1.75 -6.52 -0.57
H 1.15 -4.40 0.55
H 0.84 -2.09 0.41
H -1.67 -2.52 -1.01
H -3.41 -1.20 -0.56
H -4.68 2.34 0.02
H -6.56 1.94 -1.56
H -8.50 0.55 -2.16
H -8.71 -1.74 -1.25
H -7.01 -2.61 0.31
H -5.08 -1.22 0.93
C -1.84 0.30 3.26
C -0.35 0.13 3.30
N 0.51 0.16 2.29
C 1.81 -0.10 2.75
C 1.91 -0.25 4.09
S 0.37 -0.13 4.80
C 2.86 -0.27 1.75
C 4.15 -0.63 1.91
S 4.87 -0.83 0.38
C 3.44 -0.40 -0.41
N 2.46 -0.15 0.44
C 3.38 -0.35 -1.90
H -2.26 -0.22 2.41
H -2.11 1.35 3.21
H -2.27 -0.12 4.17
H 2.79 -0.47 4.67
H 4.69 -0.81 2.83
H 4.35 -0.05 -2.29
H 2.63 0.35 -2.23
H 3.13 -1.33 -2.30
C 6.03 3.10 0.77
C 4.57 3.10 1.13
C 4.16 3.51 2.40
C 2.81 3.53 2.75
C 2.38 4.00 4.12
C 1.88 3.13 1.81
C 2.27 2.71 0.54
C 3.61 2.70 0.20
N 1.23 2.20 -0.34
C 0.82 3.08 -1.51
C -0.19 2.33 -2.39
C 0.25 4.40 -1.00
C 2.04 3.40 -2.38
H 6.65 3.39 1.61
H 6.23 3.79 -0.05
H 6.35 2.11 0.44
H 4.90 3.82 3.12
H 2.60 5.06 4.25
H 2.91 3.47 4.90
H 1.31 3.86 4.27
H 0.82 3.15 2.06
H 3.93 2.37 -0.78
H -1.22 2.52 -2.10
H -0.04 1.24 -2.40
H -0.08 2.63 -3.43
H -0.68 4.26 -0.45
H 0.05 5.06 -1.84
H 0.97 4.90 -0.35
H 2.53 2.50 -2.75
H 2.77 4.02 -1.87
H 1.69 3.96 -3.25
```

Computed properties:
Multiplicity ... 3
HOMO (spin up / spin down) ... -12.96 / -12.97 eV
Frontier orbital gap (spin up / spin down) ... 7.12 / 6.70 eV
ΔE to the lowest compared entry with this formula, charge and spin ... 0.0 kcal per mole
Net charge ... +2
Lowest unoccupied orbital energy (spin up / spin down) ... -0.215 / -0.230 hartree

Results of the Mulliken charge analysis, in e, for atoms 1 through 4: number 1, W, carries -1.062; number 2, O, carries -0.719; number 3, C, carries 0.633; number 4, C, carries -0.731

***

9.
Here is an isolated molecule of C8H7F5 in a non-equilibrium geometry from the Open Molecules 2025 dataset. Energies are from ωB97M-V/def2-TZVPD.

```
20
C8H7F5, DFT ωB97M-V/def2-TZVPD
C -0.65 -2.03 -1.85
C 0.40 -1.24 -1.70
C 1.02 -0.93 -0.37
C 0.80 0.52 0.01
F 1.38 1.37 -0.88
C -0.75 0.93 0.39
C -1.83 1.19 -0.30
C -0.38 0.98 1.85
F -0.72 2.08 2.54
F -0.83 -0.08 2.57
C 1.14 0.86 1.50
F 1.81 2.01 1.66
F 1.82 -0.10 2.16
H -1.06 -2.23 -2.82
H -1.13 -2.51 -1.01
H 0.87 -0.77 -2.55
H 0.60 -1.57 0.41
H 2.10 -1.09 -0.42
H -2.75 1.49 0.18
H -1.83 1.12 -1.38
```

Computed properties:
HOMO ... -10.32 eV
Frontier orbital gap ... 10.78 eV
SMILES ... C=CC[C@@]1(F)C(=C)C(F)(F)C1(F)F
ΔE to the lowest compared entry with this formula, charge and spin ... 0.0 kcal per mole
Net charge ... 0
Lowest unoccupied orbital energy ... 0.017 hartree

Results of the Mulliken charge analysis, in e, for atoms 1 through 4: number 1, C, carries -0.767; number 2, C, carries -0.167; number 3, C, carries -0.560; number 4, C, carries 0.960

***

10.
Here is an isolated molecule of C4H10N2O in a non-equilibrium geometry from the Open Molecules 2025 dataset. Energies are from ωB97M-V/def2-TZVPD.

```
17
C4H10N2O, DFT ωB97M-V/def2-TZVPD
C 1.34 0.90 1.71
N 0.75 0.56 0.36
C 0.92 1.67 -0.58
C -0.13 -0.46 0.24
O 0.05 -1.58 0.69
C -1.39 -0.17 -0.57
N -1.53 -1.15 -1.72
H 0.94 1.89 1.94
H 2.42 0.85 1.57
H 1.04 0.05 2.34
H 1.77 1.57 -1.29
H 0.12 1.97 -1.25
H 1.21 2.57 -0.02
H -1.51 0.83 -0.93
H -2.20 -0.36 0.15
H -0.78 -1.82 -1.60
H -2.43 -1.53 -1.46
```

Computed properties:
HOMO ... -9.29 eV
Frontier orbital gap ... 10.15 eV
SMILES ... CN(C)C(=O)CN
ΔE to the lowest compared entry with this formula, charge and spin ... 47.9 kcal per mole
Net charge ... 0
Lowest unoccupied orbital energy ... 0.032 hartree

Results of the Mulliken charge analysis, in e, for atoms 1 through 4: number 1, C, carries -0.999; number 2, N, carries 0.005; number 3, C, carries -0.870; number 4, C, carries 0.398

***

| no. | calculated total energy (eV) |
| --- | --- |
| 1 | -6824.546 |
| 2 | -116313.244 |
| 3 | -26230.581 |
| 4 | -86477.743 |
| 5 | -44935.513 |
| 6 | -39730.896 |
| 7 | -5712.808 |
| 8 | -143052.380 |
| 9 | -21995.057 |
| 10 | -9336.911 |